The molecule C5H9ClN2, computed with ωB97M-V with the def2-TZVPD basis set.

The geometry in XYZ format:
```
17
Properties=species:S:1:pos:R:3:forces:R:3
Cl 1.824541 -0.875288 -0.674101 -0.3 -0.3 0.2
N -2.685835 1.250946 -0.772687 -0.4 1.1 -0.2
N -1.140472 -0.350794 0.184377 -0.4 1.9 -0.6
C -2.391102 0.185187 -0.202660 0.9 -2.7 0.8
C 2.151881 1.497362 0.527323 -0.3 1.1 2.3
C 1.162730 0.438096 0.241926 -0.9 0.9 0.0
C -0.150031 0.620580 0.485038 0.4 -1.1 -0.1
C -1.158569 -1.680851 0.761986 -0.4 0.3 0.8
H -1.724593 -2.360368 0.131408 0.3 -0.1 -0.3
H 2.577539 1.883800 -0.355519 0.5 0.4 -1.3
H 2.993063 1.199430 1.182262 -0.5 -0.1 -0.3
H -0.528930 1.555365 0.961380 0.5 -0.7 -0.4
H 1.631861 2.359509 1.040777 0.5 -0.9 -0.5
H -1.880173 1.840298 -0.945781 0.3 0.1 -0.1
H -3.135312 -0.581858 0.036254 -0.4 0.4 -0.3
H -0.149448 -2.041103 0.929774 0.0 -0.1 -0.1
H -1.706506 -1.638485 1.715660 0.3 -0.2 0.1
```
Forces are in eV/Å.

Values from the calculation:
SMILES string: [H]/N=C\N(C)/C=C(/C)Cl
maximum force: 0.05739 hartree/bohr
Kohn-Sham gap: 9.28 eV
relative energy (zero: lowest compared OMol25 entry of this formula, charge and spin): 1.344 eV
E_tot: -765.5807 Eh
highest occupied orbital energy: -8.49 eV

Atom charges from the Löwdin analysis, given in e for atoms 1 to 8: Cl 0.688; N 0.104; N -0.178; C -0.302; C -0.149; C -0.711; C -0.142; C -0.077